47
Properties=species:S:1:pos:R:3 method="wB97M-V/def2-TZVPD" lumo_ev=-0.633 largest_force_ev_per_a=6.47 de_lowest_kj_mol=3.9 total_charge=-1 multiplicity=1
O -1.7320 0.3988 -3.0567
O -3.4704 -1.0854 -3.3699
O -3.2142 -0.9941 3.4464
O -2.1412 0.6669 2.5224
O 1.2940 0.0068 1.5744
O 4.4553 -0.4410 0.2516
O -6.0113 -3.4829 0.8088
O -5.7073 -3.9925 -1.2937
O 1.9810 2.1757 0.7695
O 1.7075 0.2442 -0.8616
N -2.4251 -0.4882 -2.5730
N -4.1879 -2.0108 -2.6553
N -2.6711 -0.4945 2.4479
N -5.3683 -3.3870 -0.2651
C 4.3119 1.7765 -0.0824
C -2.7320 -1.1953 1.1642
C 5.7309 0.0738 0.0830
C -2.4964 -1.1182 -1.3233
C -2.3714 -0.4147 -0.0521
C -1.5024 1.8010 -0.1856
C -3.7568 -2.1494 1.0645
C -4.2086 -2.5478 -0.2107
C 0.3550 0.4914 -1.0698
C -3.6085 -1.9994 -1.4151
C -0.1181 1.4140 0.0914
C 3.5822 0.6106 0.1885
C -0.0124 0.3625 1.2842
C 6.8976 -0.7883 0.1305
C 0.7556 2.6460 0.3441
C 5.6766 1.4371 -0.1068
B 1.9789 0.7060 0.5391
H -1.9747 2.4369 0.5568
H 0.1328 0.9366 -2.0500
H -1.7152 2.0683 -1.2200
H 3.9125 2.7773 -0.1434
H -4.2407 -2.5008 1.9803
H 6.5184 2.1044 -0.2521
H 7.7735 -0.1329 0.1290
H -0.5268 -0.5725 0.9951
H 0.8339 3.2094 -0.6020
H -0.2164 -0.4638 -1.0027
H 6.9485 -1.4403 -0.7456
H -0.5310 0.7762 2.1523
H -3.3387 0.1765 -0.1426
H 6.9241 -1.4166 1.0236
H 0.2895 3.2568 1.1337
H -1.7806 0.5628 -0.0019